{
  "formula": "C40H36N4O3PPd",
  "method": "the ωB97M-V functional and the def2-TZVPD basis",
  "elements": ["Pd", "C", "O", "C", "C", "C", "C", "C", "C", "N", "N", "C", "C", "C", "C", "O", "C", "N", "C", "C", "C", "C", "H", "H", "H", "H", "H", "H", "H", "H", "H", "H", "H", "H", "C", "C", "C", "C", "C", "O", "C", "N", "C", "C", "C", "C", "C", "C", "P", "C", "C", "C", "C", "C", "C", "C", "C", "C", "C", "C", "C", "H", "H", "H", "H", "H", "H", "H", "H", "H", "H", "H", "H", "H", "H", "H", "H", "H", "H", "H", "H", "H", "H", "H", "H"],
  "xyz": [[1.25085, -1.19411, 0.62937], [-7.16933, 5.97234, -2.02797], [-7.31208, 5.87234, -0.58318], [-6.85333, 4.87309, 0.08488], [-6.14081, 3.77408, -0.51025], [-5.62597, 2.81403, 0.28819], [-5.78953, 2.90053, 1.72038], [-6.61686, 3.94127, 2.28385], [-7.11146, 4.91035, 1.48961], [-5.30659, 2.03056, 2.57127], [-4.42500, 1.16692, 2.44792], [-3.21635, 1.05632, 2.03655], [-2.29970, 2.19869, 1.96984], [-1.08681, 2.06398, 1.42931], [-0.62125, 0.78883, 0.85559], [0.35078, 0.75563, 0.11391], [-1.45213, -0.44209, 1.14333], [-0.96653, -1.64608, 0.78088], [-1.72610, -2.71864, 0.94807], [-3.00583, -2.65691, 1.49566], [-3.50109, -1.43503, 1.88445], [-2.71505, -0.29484, 1.70259], [-7.61604, 6.92396, -2.28664], [-7.71100, 5.15833, -2.50470], [-6.11526, 5.96137, -2.29538], [-6.03343, 3.71628, -1.58312], [-5.10568, 1.96447, -0.13637], [-6.79210, 3.93549, 3.35155], [-7.71692, 5.71949, 1.87487], [-2.63445, 3.15673, 2.34819], [-0.42090, 2.91099, 1.32095], [-1.30026, -3.66462, 0.63774], [-3.58547, -3.56133, 1.61741], [-4.48438, -1.34639, 2.32833], [2.54793, -1.89952, 5.09625], [2.83159, -1.31066, 3.71473], [1.76899, -0.27388, 3.35775], [2.89320, -2.45525, 2.70169], [4.14500, -3.32789, 2.86948], [4.82895, -3.21878, 1.59478], [4.09828, -2.47323, 0.79121], [3.00732, -1.99838, 1.28108], [4.63258, -2.27717, -0.55428], [5.89259, -2.79258, -0.85179], [6.42678, -2.64229, -2.11949], [5.69908, -1.98883, -3.10335], [4.44400, -1.47671, -2.81255], [3.90567, -1.60587, -1.53326], [2.25100, -0.91545, -1.33074], [2.29895, 0.74453, -1.96360], [1.15037, 1.31910, -2.51815], [1.22692, 2.57176, -3.09868], [2.42862, 3.27263, -3.08595], [3.55294, 2.73174, -2.47918], [3.49050, 1.47133, -1.90763], [1.25157, -1.96217, -2.41269], [0.77052, -3.17736, -1.91775], [0.10462, -4.05482, -2.75616], [-0.10332, -3.71932, -4.08835], [0.36810, -2.51276, -4.58417], [1.05078, -1.63526, -3.75470], [2.58458, -1.12301, 5.85886], [3.27453, -2.66310, 5.37864], [1.55528, -2.35700, 5.12390], [3.80846, -0.81671, 3.72631], [0.79434, -0.76349, 3.20315], [2.05569, 0.32912, 2.49328], [1.62759, 0.42008, 4.18750], [1.97842, -3.04844, 2.80146], [3.94306, -4.38083, 3.04537], [4.81770, -2.95399, 3.63792], [6.45200, -3.31125, -0.08722], [7.40809, -3.03950, -2.33937], [6.10357, -1.87665, -4.10019], [3.88478, -0.97435, -3.59147], [0.21120, 0.78136, -2.50674], [0.35248, 3.00528, -3.56507], [2.48629, 4.25017, -3.54628], [4.47981, 3.28840, -2.45555], [4.37111, 1.04947, -1.44009], [0.93530, -3.44386, -0.88062], [-0.24455, -5.00695, -2.37869], [-0.62771, -4.40338, -4.74217], [0.21413, -2.25492, -5.62341], [1.42633, -0.70541, -4.16107]],
  "mulliken_charge": [-0.085, -0.827, -0.326, 0.914, -0.429, -0.287, 0.175, -0.374, -0.702, -0.708, 0.099, 0.357, -0.547, -0.959, 0.229, -0.104, 0.536, -0.098, -0.494, -0.965, -0.622, 0.928, 0.252, 0.384, 0.373, 0.469, 0.500, 0.504, 0.478, 0.521, 0.575, 0.526, 0.474, 0.544, -1.548, 0.658, -1.538, -0.325, -0.664, -0.428, 0.398, 0.269, 0.431, -0.805, -0.760, -0.798, -0.813, 0.216, 2.416, 0.828, -0.426, -1.036, -0.624, -0.806, -0.686, 0.718, -0.646, -0.917, -0.581, -0.869, -0.268, 0.430, 0.395, 0.389, 0.284, 0.163, 0.273, 0.548, 0.406, 0.288, 0.411, 0.555, 0.454, 0.500, 0.386, 0.607, 0.485, 0.452, 0.481, 0.497, 0.483, 0.470, 0.437, 0.467, 0.431],
  "spin_multiplicity": 1,
  "orbital_gap_ev": 6.3054,
  "charge": 3,
  "e_homo_ev": -16.0
}

---

{
  "formula": "C17H40NOP3Pr",
  "method": "the ωB97M-V functional and the def2-TZVPD basis",
  "elements": ["Pr", "P", "P", "P", "H", "C", "C", "H", "C", "C", "C", "C", "C", "C", "C", "C", "C", "H", "H", "H", "H", "H", "H", "H", "H", "H", "H", "H", "H", "H", "H", "H", "H", "H", "H", "H", "H", "H", "H", "H", "H", "H", "H", "H", "H", "H", "C", "C", "C", "C", "C", "C", "O", "H", "H", "H", "H", "H", "H", "N", "H", "H", "H"],
  "xyz": [[-1.26384, 1.35447, 0.36818], [-2.42802, -1.49296, 1.20334], [0.54589, -0.24615, 2.92291], [2.01477, -1.40240, -1.68315], [-1.24602, 4.22153, -0.99263], [-1.99198, 3.70223, -1.69674], [-2.73651, 2.58382, -1.30645], [-3.45255, 2.57195, -0.42860], [-3.97248, -1.18589, 2.12569], [-1.85352, -2.85197, 2.29560], [-3.11507, -2.69645, -0.05967], [2.10881, 0.66503, 2.54766], [0.26777, 0.42517, 4.63499], [1.32758, -1.85143, 3.46366], [1.89185, -1.73577, -3.47027], [1.14657, -2.46609, -0.52125], [3.74516, -0.83872, -1.60010], [-2.06901, 4.08934, -2.69914], [-2.78177, 1.79398, -2.07408], [-4.46632, -0.28083, 1.76022], [-3.74144, -1.07208, 3.18773], [-4.59977, -2.06881, 1.97574], [-1.58298, -2.46731, 3.27801], [-0.99986, -3.35310, 1.83942], [-2.68675, -3.55105, 2.38719], [-3.51177, -2.15936, -0.93474], [-3.90686, -3.29761, 0.41315], [-2.30065, -3.36899, -0.38037], [2.95434, 0.27443, 3.12272], [1.98206, 1.72564, 2.78471], [2.34276, 0.55301, 1.48334], [0.94501, -0.00498, 5.38948], [-0.75802, 0.22819, 4.97475], [0.43655, 1.50526, 4.61204], [2.38344, -1.64465, 3.69874], [1.29299, -2.63949, 2.69487], [0.82150, -2.21657, 4.37361], [2.46096, -2.67548, -3.59534], [2.36375, -0.93163, -4.06165], [0.88587, -1.92079, -3.86962], [0.42462, -3.16095, -0.94657], [0.64365, -1.87692, 0.21072], [1.97327, -3.01050, -0.07064], [4.34420, -1.22927, -2.42780], [4.11865, -1.19353, -0.63686], [3.80828, 0.26921, -1.61975], [0.93216, 1.44872, -2.42519], [2.16142, 2.15007, -2.54332], [2.25349, 2.91911, -3.67426], [1.45779, 2.70201, -4.78717], [0.44657, 1.72802, -4.75336], [0.26631, 1.01109, -3.57667], [0.25450, 1.40687, -1.24414], [1.42236, -0.19003, -1.24207], [2.88044, 2.16275, -1.69922], [2.95224, 3.74426, -3.58909], [1.50323, 3.32793, -5.64316], [-0.25398, 1.45233, -5.56178], [-0.50329, 0.22888, -3.45100], [-1.87876, 2.55955, 2.63550], [-2.52040, 2.12634, 3.32484], [-2.18936, 3.52898, 2.48666], [-0.94981, 2.62156, 3.07037]],
  "nbo_charge": [1.966, 0.673, 0.707, 1.275, 0.208, -0.074, -0.755, 0.270, -0.909, -0.889, -0.885, -0.918, -0.916, -0.895, -0.938, -0.949, -0.928, 0.260, 0.262, 0.233, 0.253, 0.269, 0.239, 0.237, 0.266, 0.242, 0.260, 0.239, 0.264, 0.241, 0.220, 0.275, 0.243, 0.228, 0.256, 0.233, 0.264, 0.281, 0.299, 0.276, 0.293, 0.245, 0.282, 0.289, 0.265, 0.285, 0.291, -0.281, -0.180, -0.220, -0.171, -0.318, -0.972, 0.018, 0.224, 0.251, 0.250, 0.248, 0.211, -1.164, 0.438, 0.424, 0.411],
  "spin_multiplicity": 3,
  "orbital_gap_ev": [5.7715, 6.1885],
  "charge": 3,
  "relative_energy_ev": 1.006,
  "e_homo_ev": [-16.0, -16.1],
  "s2": 2.007
}

---

{
  "formula": "C32H48ClLuN2O6P",
  "method": "the ωB97M-V functional and the def2-TZVPD basis",
  "elements": ["Lu", "P", "Cl", "C", "H", "H", "C", "C", "C", "H", "C", "H", "H", "C", "H", "H", "C", "H", "H", "C", "H", "H", "H", "H", "C", "C", "H", "C", "H", "H", "C", "H", "H", "C", "H", "H", "C", "H", "H", "H", "H", "C", "H", "C", "H", "H", "C", "H", "H", "C", "H", "H", "C", "H", "H", "H", "H", "C", "C", "H", "C", "H", "C", "H", "H", "C", "H", "H", "C", "H", "H", "H", "H", "O", "C", "O", "C", "C", "C", "C", "C", "C", "N", "O", "O", "N", "O", "O", "H", "H", "H"],
  "xyz": [[-0.36725, -0.66249, 1.22538], [-0.21048, -0.54753, -1.28186], [1.88600, -0.17196, 1.74786], [-0.82076, 0.68254, 3.98127], [-0.00103, 1.29226, 3.61608], [-1.69464, 1.20712, 4.36963], [1.13272, -1.54903, -2.00358], [-0.10282, 1.26398, -1.61865], [2.54886, -1.00135, -1.77191], [1.06241, -2.50634, -1.45727], [3.59084, -2.00122, -2.30341], [2.65799, -0.03592, -2.29014], [2.72931, -0.80175, -0.70734], [3.35723, -2.33812, -3.78027], [4.59604, -1.59292, -2.15750], [3.52818, -2.92358, -1.70975], [1.92336, -2.82785, -4.00942], [3.52875, -1.43811, -4.38706], [4.07692, -3.09165, -4.11920], [0.90357, -1.80899, -3.48355], [1.74501, -3.01227, -5.07565], [1.77567, -3.78544, -3.48954], [1.02810, -0.86352, -4.03296], [-0.11189, -2.16455, -3.68530], [-1.82040, -1.19090, -1.91669], [0.27986, 1.60269, -3.05496], [-1.15012, 1.57215, -1.45061], [0.03192, 3.09837, -3.30286], [1.34538, 1.38815, -3.21989], [-0.27993, 1.00308, -3.78283], [0.85014, 3.95634, -2.33216], [0.28345, 3.34990, -4.33918], [-1.03889, 3.31253, -3.17008], [0.57384, 3.56784, -0.87404], [1.91840, 3.81289, -2.54262], [0.63498, 5.01903, -2.48634], [0.77908, 2.06280, -0.65189], [1.21871, 4.13771, -0.19238], [-0.46633, 3.82479, -0.61581], [1.83613, 1.80405, -0.80489], [0.55458, 1.81020, 0.39379], [-2.01724, -2.71589, -2.02501], [-2.54586, -0.83266, -1.16044], [-3.47606, -3.00847, -2.40312], [-1.35302, -3.12488, -2.79969], [-1.77147, -3.22616, -1.08857], [-3.87791, -2.30397, -3.70338], [-3.62525, -4.08964, -2.49173], [-4.12533, -2.65737, -1.58907], [-3.60887, -0.79652, -3.62480], [-3.30108, -2.72981, -4.53645], [-4.93551, -2.48920, -3.92253], [-2.15491, -0.51365, -3.23627], [-3.83791, -0.31470, -4.58152], [-4.27005, -0.34493, -2.87084], [-1.49342, -0.89393, -4.02961], [-1.99710, 0.56852, -3.16972], [-0.20477, -2.75400, 0.90173], [-0.74939, -0.65592, 3.96213], [-0.14235, -3.21471, -0.06394], [-1.81175, -1.56882, 4.46330], [0.16108, -1.13907, 3.57120], [-1.42873, -3.05831, 4.34837], [-2.05775, -1.33314, 5.51425], [-2.72843, -1.39854, 3.86945], [-1.49330, -3.58907, 2.90351], [-0.42097, -3.20110, 4.75287], [-2.11376, -3.64476, 4.97105], [-0.15123, -3.50281, 2.11303], [-1.78568, -4.64728, 2.93169], [-2.27828, -3.05768, 2.34900], [0.64733, -3.16359, 2.79560], [0.12169, -4.51493, 1.79688], [-1.99878, 3.43634, 1.85377], [-1.05194, 2.66405, 1.88804], [-1.13451, 1.42580, 1.42372], [0.22039, 3.22565, 2.70373], [1.57497, 2.86600, 2.55528], [2.53003, 3.07422, 3.57759], [2.16337, 3.68551, 4.76497], [0.84649, 4.13063, 4.91707], [-0.11189, 3.91624, 3.89441], [0.45305, 4.70367, 6.19019], [1.30285, 4.77292, 7.12084], [-0.73256, 5.08535, 6.34943], [3.88064, 2.54319, 3.43857], [4.21782, 1.97002, 2.37286], [4.66970, 2.63366, 4.41761], [1.94833, 2.33375, 1.69288], [2.88048, 3.80009, 5.56439], [-1.14409, 4.19699, 4.09490]],
  "mulliken_charge": [-0.234, -1.202, -0.333, -1.416, 0.470, 0.208, 0.560, 0.446, -0.295, 0.603, -0.787, 0.175, -0.199, -0.785, 0.454, 0.357, -1.081, 0.320, 0.411, -0.304, 0.412, 0.378, 0.099, -0.089, 0.092, -0.879, 0.738, -0.993, 0.237, 0.436, -0.868, 0.416, 0.382, -0.710, 0.359, 0.474, 2.159, 0.293, 0.369, 0.326, -2.415, 0.071, 1.035, -0.997, 0.181, -0.063, -0.719, 0.436, 0.355, -1.131, 0.328, 0.399, -0.320, 0.410, 0.375, 0.047, 0.248, 0.673, -0.420, 0.132, -0.538, 1.362, -1.082, 0.445, 0.191, -0.239, 0.405, 0.393, -1.467, 0.424, 0.058, 0.407, 0.285, -0.740, 0.184, -0.825, 0.248, 0.491, -1.047, -0.145, -0.566, -0.637, 0.966, -0.601, -0.591, 1.041, -0.545, -0.642, 0.948, 0.620, 0.573],
  "spin_multiplicity": 1,
  "orbital_gap_ev": [2.9239, 2.9233],
  "charge": -1,
  "relative_energy_ev": 1.987,
  "e_homo_ev": [-2.0, -2.0]
}

---

| no. | largest force on an atom (eV/Å) |
| --- | --- |
| 1 | 2.6 |
| 2 | 3.3 |
| 3 | 3.7 |